No. 1
C23H27N8O7PSi | wB97M-V/def2-TZVPD

Structure (XYZ):
```
67
Properties=species:S:1:pos:R:3:forces:R:3
H -1.5677 1.6431 -3.9716 -0.162 -0.001 0.309
H 1.5083 0.2780 5.8752 1.865 -1.728 0.072
O 4.9813 1.6693 -1.0177 -1.775 0.510 -0.704
H -3.3015 -2.0460 -1.7478 0.117 -0.117 -0.156
C 4.4455 5.7511 -1.4306 -0.283 -0.290 -0.090
H 2.4105 -4.0401 4.2117 1.069 1.804 -0.895
H -4.0779 0.5364 3.7354 -1.273 -0.722 -0.060
C -2.3406 -1.7446 3.6276 -1.069 0.533 1.315
C 2.2746 -0.6373 5.8573 -1.131 0.084 0.611
O -0.7540 -6.0045 -2.6903 0.042 0.963 -1.568
N 3.8875 2.0343 -1.4740 0.577 -1.188 0.236
N -0.4404 -2.7736 4.4065 0.110 3.448 -1.956
H 0.7201 1.0563 -3.2473 -0.177 -0.013 0.142
N -0.4812 -0.4858 3.1438 0.451 -3.604 1.888
C 2.7952 -0.0918 2.8376 0.203 -0.217 0.092
C -2.1297 1.2778 -0.6101 -0.016 0.013 -0.054
H 1.8592 -1.3976 6.6632 1.106 1.575 -1.445
C 2.9910 -3.0905 3.8486 1.446 -0.786 0.052
H 3.3954 -3.1963 2.7304 -1.129 0.026 2.411
H 1.2001 0.6142 -0.8547 -0.375 0.033 -0.093
C -2.1556 -2.0882 -4.9554 0.019 -0.232 0.362
C -0.8323 0.9428 -0.2174 -0.122 0.077 -0.409
Si 2.0629 -1.4184 4.0773 0.664 0.743 0.283
O -3.9510 2.1123 -3.5848 0.221 -0.325 1.670
C 2.4235 3.9346 -2.1079 0.075 -0.004 0.007
H -0.6155 0.7436 0.8298 -0.106 0.043 -0.195
N -4.8789 -0.1427 3.7387 1.572 -1.009 -0.377
H -2.1188 -4.2143 -1.6992 0.129 -0.005 -0.338
C -1.4788 -3.3094 -4.9426 0.001 -0.001 0.065
C -2.3952 1.5358 -1.9616 0.880 -0.206 0.292
C 0.1884 0.8680 -1.1666 -0.151 -0.076 0.136
H 3.3724 -0.2896 6.0840 -2.249 -0.688 -0.337
O -4.9258 -2.7226 4.8772 0.256 1.645 -0.719
O -4.6197 2.0074 -1.4979 1.202 -0.148 -1.319
H -3.3253 -0.6801 -3.8177 0.075 -0.201 -0.036
H 1.6273 3.2433 -2.3758 0.318 0.034 0.135
H 3.4527 -0.6721 2.0511 -1.410 1.440 1.306
H 5.6226 4.0401 -0.8819 -0.316 -0.122 -0.127
C 2.2141 5.3066 -2.2613 0.360 -0.141 0.145
H 1.8866 0.4876 2.3664 2.123 -0.918 0.747
H -2.1736 -1.4858 -5.8610 0.024 -0.169 0.164
O -0.1321 -5.6921 -4.7709 -0.873 0.482 1.497
C -1.4599 -4.0741 -3.7686 -0.490 0.889 0.005
H -0.9746 -3.6459 -5.8461 -0.061 -0.098 0.353
N -1.7418 -2.8603 4.2916 -0.744 3.199 -1.815
H 3.9791 -3.0273 4.5154 -2.072 -0.118 -1.347
N -3.7521 1.9104 -2.3776 -1.173 0.348 -0.264
C 0.1127 -1.5811 3.8445 1.287 0.058 -0.192
H -5.5961 0.0858 3.0141 1.204 -0.286 0.751
N -0.7313 -5.3481 -3.7421 0.691 -1.240 0.058
C -1.3744 1.4511 -2.9184 0.016 0.019 0.076
H 3.5036 0.5942 3.4908 -1.541 -1.168 -1.568
H 3.0596 7.2783 -2.0559 0.031 -0.228 0.035
H -5.8802 -2.4799 5.0758 1.782 -0.104 -0.594
N -1.7826 -0.5724 3.0287 -1.013 -3.372 1.888
C -2.8055 -1.6366 -3.8054 0.054 -0.107 0.008
O 2.9805 1.2647 -1.8219 1.457 1.033 0.369
C -2.1205 -3.6281 -2.6155 0.046 0.016 -0.074
P -4.2896 -1.8408 3.5154 -1.513 0.199 -0.199
C 3.2245 6.2099 -1.9273 0.005 -0.138 0.013
H 5.2276 6.4614 -1.1711 -0.144 -0.206 -0.038
H 1.2642 5.6721 -2.6450 0.185 -0.140 0.083
C 4.6656 4.3817 -1.2702 -0.050 -0.022 -0.029
C -0.0805 1.1181 -2.5132 -0.366 0.029 0.205
H -2.9135 1.3351 0.1422 0.067 0.041 -0.335
C 3.6531 3.4763 -1.6163 -0.151 0.985 -0.118
C -2.7915 -2.4040 -2.6396 0.209 -0.132 -0.329
```
Forces are in eV/Å.

As for the spin multiplicity: 1.

No. 2
C3H6N | wB97M-V/def2-TZVPD

Structure (XYZ):
```
10
Properties=species:S:1:pos:R:3:forces:R:3
H 0.4456 -1.5822 -1.0245 -0.045 -0.347 0.338
C -0.6049 0.6175 0.3343 -0.121 -0.832 -0.722
H -1.1014 1.5856 0.2966 0.073 0.060 0.201
C 1.0101 -0.6619 -0.9666 0.175 0.200 -0.129
C -0.9471 -0.4031 1.2568 -0.466 0.766 -0.282
H -0.3764 -1.3209 1.3628 -0.090 -0.059 0.139
N 0.4389 0.4450 -0.5747 0.529 0.592 0.949
H 0.9439 1.3282 -0.7489 0.053 -0.074 -0.205
H 2.0636 -0.6235 -1.2498 -0.177 0.045 -0.525
H -1.8267 -0.1825 1.8602 0.070 -0.352 0.237
```
Forces are in eV/Å.

As for the expectation value of S²: 0.76. The energy above the lowest of the compared OMol25 structures with the same formula, charge and spin comes out at 0.000 eV. The net charge is +2. As for the spin multiplicity: 2.

No. 3
C34H33F6N4 | wB97M-V/def2-TZVPD

Structure (XYZ):
```
77
Properties=species:S:1:pos:R:3:forces:R:3
C 6.5360 -4.3110 -0.6047 0.011 0.104 0.101
H 1.1361 3.4875 8.5955 -0.010 0.049 -0.049
H -8.0806 -4.7073 1.2587 0.178 0.200 -0.013
C -3.4155 -0.6337 1.3465 -0.080 -0.069 0.074
N -4.6142 -0.7500 0.6761 0.619 0.408 -0.816
C 6.3777 -3.1171 1.4876 -0.566 0.505 -0.015
H -3.9414 0.2521 -1.0832 -0.339 -0.059 -0.122
F -6.7944 1.0345 0.3276 1.098 0.483 -0.539
H -4.3651 -3.1724 -0.3237 -0.283 -0.103 0.090
H 6.2427 0.5686 2.7720 0.304 -0.068 -0.184
C 0.6811 3.2363 6.5178 -0.210 -0.300 -0.369
H -5.9942 -5.0556 -0.0792 -0.155 0.264 0.154
C 5.7368 -2.0541 0.8278 0.485 -1.004 -1.158
C 4.0762 -0.8133 2.1250 0.435 -0.025 -0.269
H -5.5581 -0.5586 -1.1736 0.274 0.238 -0.104
F -4.8440 1.9073 0.8632 -0.590 -0.318 -1.017
F 6.5871 0.7928 -0.4733 -0.364 0.609 1.131
H -3.1116 1.4292 6.3825 0.230 0.013 0.211
C -5.2713 -3.0680 0.2766 0.159 0.603 0.301
F 4.8057 1.5135 0.5984 1.190 -0.058 0.181
H 7.1836 -5.0996 1.3102 -0.082 0.233 -0.215
C 2.9924 -1.4981 1.5245 -0.671 -0.135 0.100
C 3.8563 -0.0436 3.2941 -0.382 0.192 0.170
H 6.5491 -3.0217 2.5614 -0.053 -0.201 -0.250
C -1.4020 2.4439 7.2413 0.355 -0.263 -0.363
C -7.5650 -2.6895 1.8262 0.077 -0.182 0.030
H -6.7587 -0.7186 2.2490 -0.098 -0.218 -0.203
H 3.1894 -2.1864 0.6987 -0.131 0.325 0.287
C -7.3468 -3.9067 1.1750 0.115 0.090 -0.043
H -8.4678 -2.5259 2.4152 0.248 -0.139 -0.143
C 0.1571 -0.0899 3.5561 0.434 -0.392 -0.556
H -3.2264 1.7057 8.1301 0.099 -0.151 -0.128
C -2.2317 -0.2532 0.6765 0.181 0.076 0.259
N 5.3227 -0.9071 1.5544 0.045 0.591 1.042
C 5.9864 -3.2171 -1.2773 -0.026 -0.081 0.087
H 4.7062 0.3811 3.8288 -0.446 -0.072 -0.117
C 5.5770 -2.0944 -0.5657 -0.041 0.047 0.512
H 6.8170 -5.2048 -1.1609 -0.037 0.241 0.145
C -5.5359 1.3055 -0.1621 -0.990 1.219 1.108
F 6.7762 2.3851 1.0504 -0.451 -1.190 -0.121
C 6.7399 -4.2576 0.7781 0.017 0.086 -0.160
H -4.2977 -1.2480 3.2258 0.282 0.228 -0.096
C -5.4887 -1.8399 0.9260 -1.202 -0.891 0.342
H 5.1313 -1.2326 -1.0630 0.108 -0.275 0.046
H -2.2419 -0.1100 -0.4055 0.165 0.019 0.482
H -0.6352 4.9646 9.1780 -0.011 0.025 -0.067
H 0.0668 0.3109 4.5678 -0.016 -0.054 0.021
C -2.5375 1.4451 7.3198 0.059 -0.057 -0.081
H 5.8642 -3.2282 -2.3598 0.039 -0.101 0.273
C -1.0569 -0.1158 1.3864 -0.148 -0.184 0.160
H 0.8791 -1.7363 1.4284 0.209 0.016 0.281
N -1.5930 3.5653 7.9779 -0.793 0.000 0.436
C 6.3312 0.1340 1.7755 -0.224 -0.621 0.321
C -6.1884 -4.1028 0.4154 -0.099 0.052 0.093
C -3.3898 -0.8871 2.7407 0.286 -0.002 0.111
H 7.3125 -0.3221 1.6141 -0.089 0.294 0.254
C 2.5761 0.1265 3.7717 0.262 -0.080 -0.162
H -0.8693 5.4691 7.4945 -0.051 0.001 0.096
H 1.6216 2.6906 6.3859 0.050 0.342 -0.077
C -1.0298 -0.2764 2.8050 -0.469 0.089 -0.338
H -0.1434 0.1447 0.8520 -0.278 0.071 0.202
C 1.7041 -1.2572 1.9528 0.487 0.114 0.037
C -0.6214 4.6202 8.1424 0.047 0.299 -0.352
C 1.4491 -0.3986 3.0759 -0.078 0.059 0.038
N -0.3613 2.1973 6.5260 -0.222 0.136 0.104
H -2.4887 3.6473 8.4379 0.338 0.088 -0.024
C -6.6279 -1.6666 1.7274 0.459 0.014 -0.316
C 0.7477 4.0912 7.7685 0.332 -0.228 0.438
C -2.2462 -0.6239 3.4638 0.136 0.024 -0.304
H 0.5447 3.9091 5.6533 0.008 -0.336 0.048
C -4.8673 0.0211 -0.5537 0.280 -0.706 0.344
H 2.3930 0.6961 4.6823 0.104 -0.092 -0.168
H 1.4372 4.9231 7.6095 -0.020 -0.057 0.092
F -5.6647 2.2154 -1.1600 0.193 -0.975 0.741
H -2.1285 0.4439 7.5076 -0.146 0.282 -0.091
H -2.2327 -0.7279 4.5488 -0.082 0.004 -0.238
C 6.1405 1.2222 0.7567 -0.463 0.951 -1.675
```
Forces are in eV/Å.

The net charge is +1. As for the spin multiplicity: 1.

Number 1: energy -2487.796590 hartree, strongest force on any atom 0.07961 Eh/bohr. Number 2: energy -171.774478 hartree, strongest force on any atom 0.02406 Eh/bohr. Number 3: energy -2133.426607 hartree, strongest force on any atom 0.03854 Eh/bohr.